<a>
{
  "formula": "C2H3N3O",
  "method": "ωB97M-V with the def2-TZVPD basis set",
  "e_homo_ev": -8.92,
  "orbital_gap_ev": 9.513,
  "species": ["O", "C", "N", "N", "C", "N", "H", "H", "H"],
  "coordinates": [[-1.337, 0.107, -1.453], [-0.008, -1.390, -0.232], [0.577, -1.207, 0.946], [0.750, 0.148, 1.108], [0.307, 0.840, 0.076], [-0.178, -0.101, -0.741], [-1.580, -0.825, -1.630], [1.043, 0.522, 1.997], [0.426, 1.906, -0.072]],
  "lowdin_charge": [0.007, -0.140, -0.005, 0.003, -0.067, -0.190, 0.095, 0.151, 0.145]
}



<b>
{
  "formula": "C2H3N3O",
  "method": "ωB97M-V with the def2-TZVPD basis set",
  "e_homo_ev": -9.39,
  "smiles": "[H]/N=N/[C@@H]1N=C1O",
  "orbital_gap_ev": 9.841,
  "species": ["H", "N", "N", "C", "N", "C", "O", "H", "H"],
  "coordinates": [[2.935, -0.501, 0.105], [1.981, -0.353, 0.450], [1.445, 0.429, -0.348], [0.083, 0.676, -0.011], [-0.545, -0.413, 1.076], [-0.976, -0.250, -0.084], [-2.056, -0.422, -0.823], [-0.173, 1.744, -0.086], [-2.693, -0.909, -0.280]],
  "lowdin_charge": [0.060, 0.070, -0.051, -0.194, 0.235, -0.510, 0.128, 0.131, 0.130]
}



Result of the stability comparison: <a> is the least stable of them.



<a>
{
  "formula": "C2H3N3O",
  "method": "ωB97M-V with the def2-TZVPD basis set",
  "e_homo_ev": -9.18,
  "orbital_gap_ev": 9.561,
  "species": ["N", "C", "C", "N", "N", "O", "H", "H", "H"],
  "coordinates": [[-0.200, -1.178, 0.682], [0.763, -0.295, 0.239], [0.282, 0.821, -0.598], [-0.923, 1.295, -0.464], [-1.969, 1.714, -0.340], [1.939, -0.395, 0.535], [0.185, -1.977, 1.167], [-0.977, -1.388, 0.072], [0.970, 1.398, -1.199]],
  "lowdin_charge": [0.138, -0.561, -0.064, -0.112, 0.231, 0.047, 0.105, 0.096, 0.120]
}



<b>
{
  "formula": "C2H3N3O",
  "method": "ωB97M-V with the def2-TZVPD basis set",
  "e_homo_ev": -10.04,
  "smiles": "On1ccnn1",
  "orbital_gap_ev": 10.668,
  "species": ["O", "N", "C", "C", "N", "N", "H", "H", "H"],
  "coordinates": [[-2.036, -0.208, -0.173], [-0.638, -0.308, -0.087], [0.129, 0.760, -0.120], [1.429, 0.312, -0.073], [1.368, -1.027, -0.055], [0.077, -1.431, -0.127], [-2.282, -0.703, 0.637], [-0.391, 1.708, 0.109], [2.343, 0.896, -0.110]],
  "lowdin_charge": [0.065, -0.234, -0.089, -0.155, -0.001, 0.050, 0.130, 0.134, 0.100]
}



Result of the stability comparison: <b> is the least stable of them.